--- i ---
Computed, not measured: a cluster of 2 separate species, C2H3ClN in total, with wB97M-V/def2-TZVPD.

## Properties
**Molar mass**: 76.51 g/mol
**Highest occupied orbital energy (alpha / beta)**: -16.09 / -15.61 eV
**Frontier orbital gap (alpha / beta)**: 0.3136 / 0.2842 Ha

Geometry as ORCA input:
```
! wB97M-V def2-TZVPD RIJCOSX def2/J DEFGRID3
* xyz 1 1
Cl -2.671 0.244 0.178
N 0.574 0.200 -0.076
C -0.035 -0.935 -0.029
C 1.030 1.256 0.014
H -0.480 -1.213 -0.995
H 1.611 2.230 0.109
H -0.028 -1.780 0.800
*
```

Löwdin atomic charge list, values in e, 5 entries: Cl 0.14; N 0.03; C 0.02; C 0.34; H 0.10

---

--- ii ---
Computed, not measured: the ion C2H3ClN with charge +1, with wB97M-V/def2-TZVPD.

## Properties
**Molar mass**: 76.51 g/mol
**Highest occupied orbital energy**: -16.40 eV
**Structure (SMILES)**: C=[N+]=CCl
**Frontier orbital gap**: 0.3196 Ha

Geometry as ORCA input:
```
! wB97M-V def2-TZVPD RIJCOSX def2/J DEFGRID3
* xyz 1 1
Cl -1.774 -2.232 -1.254
N -0.017 0.038 0.245
C 0.668 0.852 0.998
C -0.481 -0.589 -0.717
H 1.586 0.678 1.517
H 0.130 1.701 1.009
H -0.113 -0.448 -1.797
*
```

Löwdin atomic charge list, values in e, 5 entries: Cl 0.43; N 0.07; C 0.27; C -0.14; H 0.14

---

The structure with the least stability is i.

---

--- i ---
Computed, not measured: a structure of composition C38H36AsN2O7PS5V, with wB97M-V/def2-TZVPD.

## Properties
**Molar mass**: 949.89 g/mol
**Highest occupied orbital energy (alpha / beta)**: -1.36 / -1.97 eV
**⟨S²⟩**: 3.7602
**Frontier orbital gap (alpha / beta)**: 0.1976 / 0.2201 Ha

Geometry as ORCA input:
```
! wB97M-V def2-TZVPD RIJCOSX def2/J DEFGRID3
* xyz -2 4
As 3.301 0.175 -2.429
V -0.700 0.072 -0.110
S 2.112 -1.133 1.350
S -0.500 0.723 -3.877
S 2.464 1.768 -1.405
S -3.179 0.008 -0.079
S -1.560 3.470 -3.407
P -1.020 -1.807 1.798
O -0.821 -1.351 -1.606
O -1.154 -2.647 -3.361
O -0.579 3.175 3.280
O -0.798 1.794 1.137
O 1.422 -1.712 0.191
O 3.562 -1.174 1.263
O 1.541 0.146 1.742
N -1.279 2.957 -0.795
N -0.884 1.805 -1.461
C -1.691 3.991 1.306
C -1.501 1.443 -5.198
C -3.980 -0.489 5.093
C -1.782 5.190 3.408
C -3.442 -4.461 -0.161
C -1.222 2.829 0.500
C -3.097 -1.777 -2.324
C 0.309 -2.538 2.870
C -1.579 -1.938 -2.439
C -2.570 6.165 2.824
C 1.660 -2.246 2.676
C -0.781 -4.327 0.614
C -1.664 -3.324 1.015
C -2.931 6.065 1.484
C -1.230 -5.389 -0.158
C -3.206 -2.240 3.630
C 3.833 0.658 -4.235
C -4.070 -1.793 4.622
C 2.289 -3.665 4.510
C -2.488 4.981 0.742
C -3.028 0.371 4.561
C -2.561 -5.459 -0.547
C -0.023 -3.414 3.903
C 4.939 -0.443 -1.602
C -5.909 -1.772 -2.377
C -0.960 1.954 -2.723
C -5.205 -2.534 -3.309
C 2.641 -2.801 3.488
C -5.218 -1.026 -1.447
C -1.328 2.948 -5.129
C -1.342 4.096 2.662
C 0.951 -3.974 4.716
C 2.301 -1.454 -2.674
C -2.245 -1.386 3.095
C -3.825 -2.518 -3.263
C -2.174 -0.074 3.563
C -3.805 -0.995 -1.380
C -2.997 -3.399 0.614
H 4.480 -0.109 -4.665
H -4.821 -2.465 5.022
H -4.661 -0.141 5.861
H 2.923 0.759 -4.824
H 5.628 0.397 -1.522
H 3.055 -4.098 5.144
H 0.268 -4.253 0.872
H -2.907 7.006 3.420
H 3.673 -2.544 3.291
H -2.902 -6.273 -1.177
H -2.544 1.157 -5.054
H -1.457 0.604 3.120
H -3.676 -2.593 0.867
H -3.556 6.822 1.026
H -5.725 -3.129 -4.051
H 4.347 1.617 -4.197
H 2.381 -2.047 -1.766
H -4.471 -4.476 -0.500
H 0.663 -4.653 5.510
H 4.664 -0.796 -0.607
H -5.760 -0.429 -0.723
H -2.957 1.396 4.903
H -1.147 1.032 -6.144
H -6.994 -1.758 -2.378
H 1.242 -1.259 -2.836
H -2.079 3.465 -5.730
H -1.062 -3.664 4.077
H -0.528 -6.147 -0.485
H -3.236 -3.100 -3.959
H -0.432 2.452 2.613
H -1.493 5.246 4.450
H -0.334 3.238 -5.474
H -2.751 4.871 -0.302
H 2.723 -1.985 -3.530
H 5.384 -1.247 -2.191
H -3.292 -3.255 3.260
*
```

Löwdin atomic charge list, values in e, 5 entries: As 0.61; V 0.50; S 0.41; S 0.96; S 0.11

---

--- ii ---
Computed, not measured: a structure of composition C38H36AsN2O7PS5V, with wB97M-V/def2-TZVPD.

## Properties
**Molar mass**: 949.89 g/mol
**Highest occupied orbital energy (alpha / beta)**: -1.19 / -1.91 eV
**⟨S²⟩**: 3.7614
**Frontier orbital gap (alpha / beta)**: 0.1869 / 0.2133 Ha

Geometry as ORCA input:
```
! wB97M-V def2-TZVPD RIJCOSX def2/J DEFGRID3
* xyz -2 4
As -1.505 -2.430 3.903
V 0.112 -0.163 0.072
S 0.611 -0.906 -3.702
S -1.320 0.575 -1.786
S 0.487 -2.758 3.461
S -2.163 1.504 1.841
S 3.502 -1.453 -3.124
P 0.774 2.244 0.002
O 1.838 -0.432 1.315
O -2.601 1.794 3.196
O -0.915 -1.935 0.067
O -2.135 -3.751 -0.221
O 3.098 -0.408 3.569
O -0.938 0.674 1.846
O -3.196 1.033 0.957
N 2.927 -1.174 -0.569
N 1.739 -0.927 -1.242
C -1.681 3.131 1.200
C -2.558 -1.993 -1.741
C 1.566 -1.834 -4.945
C 2.973 2.307 -3.399
C 2.538 2.160 -2.092
C 2.857 -0.921 0.712
C -2.128 -3.934 4.967
C 5.314 -1.149 3.600
C -4.162 -1.217 -3.921
C 4.134 -0.914 2.887
C 4.085 -1.202 1.510
C -0.545 3.445 0.448
C -2.586 4.140 1.535
C 1.887 -1.055 -2.507
C 1.315 2.699 -1.683
C -1.768 -0.924 5.094
C 3.101 3.783 0.673
C 2.099 2.437 2.394
C -2.383 5.448 1.142
C -0.338 4.784 0.094
C -4.280 -2.504 -3.404
C 3.064 2.865 3.293
C 6.385 -1.971 1.611
C -3.259 -0.341 -3.358
C 2.109 2.893 1.076
C 2.180 2.974 -4.324
C -2.434 -0.690 -2.267
C 6.427 -1.671 2.970
C 5.221 -1.733 0.902
C 0.516 3.342 -2.623
C 4.050 3.752 2.885
C -1.242 5.775 0.421
C 0.950 3.481 -3.935
C -3.485 -2.861 -2.333
C 4.067 4.211 1.575
C -1.803 -2.604 -0.551
C 3.002 -1.366 -4.866
C -2.833 -2.207 2.539
H -4.773 -0.896 -4.759
H -4.982 -3.214 -3.828
H -3.159 0.664 -3.751
H -0.909 -0.882 5.761
H -1.833 -0.012 4.501
H 3.919 1.870 -3.696
H -0.465 3.700 -2.341
H -1.052 6.800 0.124
H 3.088 -0.338 -5.224
H 1.493 -2.905 -4.750
H 1.339 1.728 2.701
H -1.431 -4.052 5.795
H 3.141 1.595 -1.388
H 4.840 4.897 1.249
H -2.548 -1.384 1.890
H 1.116 -1.616 -5.916
H 5.318 -0.917 4.657
H 7.252 -2.387 1.112
H -2.889 -3.118 1.944
H 0.309 3.967 -4.660
H 2.510 3.074 -5.352
H 2.332 -0.375 2.937
H -3.781 -1.992 3.036
H 0.561 5.046 -0.450
H 7.331 -1.850 3.542
H -3.551 -3.849 -1.897
H -2.092 -4.822 4.338
H -3.102 6.212 1.413
H 3.128 4.134 -0.351
H -3.450 3.870 2.128
H 5.159 -1.953 -0.156
H -2.687 -1.060 5.666
H 3.679 -2.004 -5.437
H 4.814 4.074 3.582
H 3.060 2.476 4.303
H -3.143 -3.776 5.337
*
```

Löwdin atomic charge list, values in e, 5 entries: As 0.61; V 0.44; S 0.91; S 0.62; S 0.09

---

The structure with the least stability is i.

---

--- i ---
Computed, not measured: an isolated molecule of C11H12O2, with wB97M-V/def2-TZVPD.

## Properties
**Molar mass**: 176.22 g/mol
**Highest occupied orbital energy**: -9.18 eV
**Structure (SMILES)**: O=C1C[C@@H](Cc2ccccc2)CO1
**Frontier orbital gap**: 0.3660 Ha

Geometry as ORCA input:
```
! wB97M-V def2-TZVPD RIJCOSX def2/J DEFGRID3
* xyz 0 1
O -2.347 3.149 1.682
O -2.149 2.936 -0.626
C -1.266 1.137 0.600
C 0.924 -0.720 -0.287
C -2.016 2.544 0.717
C -0.131 1.638 -0.366
C 1.828 -0.837 0.851
C 1.910 -2.079 1.629
C 0.106 -1.884 -0.680
C 0.202 -3.120 0.078
C 0.752 0.567 -1.138
C -1.110 2.314 -1.439
C 1.085 -3.203 1.231
H -1.940 0.472 0.007
H -0.415 -3.980 -0.258
H 2.472 0.029 1.141
H 2.588 -2.191 2.505
H -0.557 -1.783 -1.575
H 0.167 0.309 -2.065
H 0.403 2.525 0.083
H 1.710 1.047 -1.458
H -1.009 0.817 1.634
H 1.108 -4.167 1.790
H -1.695 1.467 -1.902
H -0.621 3.014 -2.156
*
```

Löwdin atomic charge list, values in e, 5 entries: O 0.14; O -0.04; C -0.03; C -0.21; C -0.44

---

--- ii ---
Computed, not measured: an isolated molecule of C11H12O2, with wB97M-V/def2-TZVPD.

## Properties
**Molar mass**: 176.22 g/mol
**Highest occupied orbital energy**: -8.99 eV
**Structure (SMILES)**: O=C1C(=O)[C@@H]2C=C[C@H]1C21CCCC1
**Frontier orbital gap**: 0.3091 Ha

Geometry as ORCA input:
```
! wB97M-V def2-TZVPD RIJCOSX def2/J DEFGRID3
* xyz 0 1
O -0.445 2.466 -2.318
O 0.353 3.444 0.710
C -0.885 -2.232 0.640
C 0.319 2.357 0.124
C 0.003 1.901 -1.299
C -1.483 0.142 0.538
C 0.932 1.121 0.750
C 0.389 0.418 -1.303
C 1.938 0.439 -1.252
C -2.030 -1.248 0.314
C 0.415 -1.432 0.465
C 0.013 0.037 0.133
C 2.252 0.875 0.003
H -1.555 0.406 1.625
H -2.019 0.919 -0.031
H -2.308 -1.317 -0.763
H 3.242 1.061 0.442
H 1.020 -1.849 -0.344
H -1.010 -2.570 1.669
H -0.872 -3.107 -0.025
H -2.887 -1.496 0.914
H 2.569 0.184 -2.113
H -0.014 -0.157 -2.106
H 1.038 1.096 1.861
H 1.024 -1.457 1.366
*
```

Löwdin atomic charge list, values in e, 5 entries: O 0.11; O 0.12; C -0.17; C -0.25; C -0.23

---

The structure with the least stability is ii.

---

--- i ---
Computed, not measured: a cluster of 2 separate species, C3H11N4O in total, with wB97M-V/def2-TZVPD.

## Properties
**Molar mass**: 119.15 g/mol
**Highest occupied orbital energy**: -12.77 eV
**Frontier orbital gap**: 0.2083 Ha

Geometry as ORCA input:
```
! wB97M-V def2-TZVPD RIJCOSX def2/J DEFGRID3
* xyz 1 1
O -0.267 3.578 1.794
N 1.460 -1.117 0.645
N 1.308 -2.299 -1.357
N -1.025 2.108 0.235
N -0.905 -1.611 -1.071
C -0.140 1.024 0.633
C 0.533 -1.701 -0.326
C -0.948 3.343 0.827
H -1.277 -2.560 -0.899
H 0.970 -1.836 -2.212
H -1.712 1.903 -0.480
H -0.725 0.284 1.238
H 0.877 -3.234 -1.414
H 0.698 1.327 1.266
H 0.274 0.525 -0.235
H -1.595 4.099 0.353
H 1.632 -1.792 1.399
H 2.335 -1.067 0.129
H -1.491 -0.975 -0.525
*
```

Löwdin atomic charge list, values in e, 5 entries: O 0.04; N 0.15; N 0.08; N -0.02; N 0.16

---

--- ii ---
Computed, not measured: the ion C3H11N4O with charge +1, with wB97M-V/def2-TZVPD.

## Properties
**Molar mass**: 119.15 g/mol
**Highest occupied orbital energy**: -14.77 eV
**Structure (SMILES)**: C[N+](C)(N)NC(N)=O
**Frontier orbital gap**: 0.4253 Ha

Geometry as ORCA input:
```
! wB97M-V def2-TZVPD RIJCOSX def2/J DEFGRID3
* xyz 1 1
O 1.716 1.301 0.036
N 0.600 -0.686 0.085
N 2.844 -0.782 -0.080
N -0.809 0.036 0.043
N -1.746 -0.972 -0.133
C -0.973 0.931 -1.152
C -1.072 0.704 1.339
C 1.800 0.098 0.048
H -0.121 1.612 -1.026
H 3.844 -0.517 0.163
H -1.074 -0.016 2.150
H -0.967 0.336 -2.169
H -1.674 -1.326 0.804
H 0.608 -1.339 -0.728
H -0.295 1.437 1.418
H 2.649 -1.701 -0.322
H -2.044 1.274 -1.104
H -1.303 -1.607 -0.744
H -1.982 1.217 1.371
*
```

Löwdin atomic charge list, values in e, 5 entries: O 0.09; N 0.15; N 0.19; N -0.37; N 0.14

---

The structure with the least stability is i.